Entry 1:
25
Properties=species:S:1:pos:R:3:forces:R:3 method="wB97M-V/def2-TZVPD" e_homo_ev=-13.9 total_charge=+1 spin_multiplicity=1 e_above_lowest_kcal_mol=9.9
C 2.3008 -0.3546 0.0849 1.26 1.39 -1.17
C -0.4348 -0.6965 -1.3870 0.36 0.64 -1.48
C 0.3387 -0.2775 -0.1220 0.40 -1.00 -0.63
C -1.9283 0.0326 0.1835 0.13 -1.21 -0.95
C -2.5554 -1.2874 0.6646 0.60 1.34 -2.91
C -2.7029 1.2673 0.5664 -1.30 1.88 -0.81
C 4.4893 0.5388 -0.2483 1.90 0.19 3.79
N 1.5419 0.6758 -0.4104 -0.55 -5.56 1.37
N 1.4220 -1.2729 0.3912 -1.57 6.21 -2.37
O -1.6276 -0.0448 -1.2423 -2.09 1.57 2.23
O -0.5656 0.0067 0.7925 -0.31 1.26 0.21
O 3.5633 -0.4999 0.0680 0.40 -0.91 0.54
H -0.1216 -0.3075 -2.3721 0.97 -0.37 0.66
H -0.6173 -1.7464 -1.5076 0.45 -0.96 0.41
H -1.7995 -2.0572 0.4437 -0.92 -0.17 0.10
H -3.5270 -1.3374 0.1508 0.43 -0.66 0.18
H -2.6921 -1.1466 1.6696 -0.42 -0.23 2.65
H -2.2470 2.2394 0.1903 0.10 -1.31 0.77
H -2.8770 1.3137 1.6941 0.15 -0.07 -1.68
H -3.7102 1.3563 -0.0339 1.67 -0.87 1.43
H 5.3725 0.0941 -0.6669 -0.17 -0.21 -0.97
H 4.9306 0.9512 0.7454 -1.09 -0.66 -1.35
H 4.0335 1.3447 -0.7142 -0.66 1.22 -1.49
H 1.7204 1.6176 -0.3982 0.08 2.61 0.17
H 1.3765 -2.1503 0.7031 0.17 -4.11 1.31

=====

Entry 2:
105
Properties=species:S:1:pos:R:3:forces:R:3 method="wB97M-V/def2-TZVPD" e_homo_ev=-4.4 total_charge=-1 spin_multiplicity=1 e_above_lowest_kcal_mol=0.0
C -2.3751 -3.7818 -1.5119 -0.10 0.20 0.21
C -2.5632 -3.8710 0.0102 -0.07 -0.01 -1.14
O -2.3063 -2.5761 0.5835 -0.14 -0.35 1.32
P -0.9267 -2.5053 1.4263 0.14 0.41 -1.30
O 0.1616 -2.8865 0.5144 0.71 -0.45 0.05
C -0.8699 -0.8100 2.0281 -0.36 -0.57 0.75
C 0.4557 -0.3301 2.6401 0.62 0.00 -0.32
C 1.6383 -0.2303 1.6647 -0.26 0.81 -0.37
B 1.4190 0.9552 0.5056 0.64 -0.20 -0.02
C 1.7825 0.4782 -1.0153 -0.69 0.27 0.53
N 0.7530 -0.4957 -1.5171 0.42 0.48 -0.55
O -1.1418 -3.5840 2.6060 0.02 0.50 0.08
C -0.1889 -3.5499 3.7008 -0.08 -0.33 0.39
C 1.2395 -3.8647 3.3082 -0.13 0.05 0.01
H -1.4903 -4.3144 -1.8501 -0.01 -0.09 -0.04
H -2.2229 -2.7344 -1.7649 0.03 0.07 -0.05
H -3.2583 -4.1269 -2.0451 0.07 -0.19 -0.08
H -3.5840 -4.1762 0.2288 -0.07 0.28 0.28
H -1.8958 -4.6341 0.4068 0.09 0.14 0.25
H -1.1490 -0.1625 1.1966 0.17 -0.01 -0.17
H -1.6751 -0.7146 2.7667 -0.08 -0.02 -0.01
H 0.7463 -0.9030 3.5254 -0.27 -0.15 0.07
H 0.2719 0.6891 2.9872 -0.11 0.04 0.07
H 2.4760 0.1182 2.2655 0.00 -0.19 0.04
H 1.9462 -1.1906 1.2430 -0.21 -0.16 0.05
H 2.1529 1.8975 0.7696 0.09 0.04 -0.01
H 0.2606 1.4052 0.5221 -0.15 -0.09 -0.13
H 2.7716 0.0213 -1.0843 0.08 0.03 -0.08
H 1.7851 1.3859 -1.6313 0.23 -0.22 -0.27
H 0.0929 -0.5460 -0.7514 0.07 -0.56 0.03
H 1.2227 -1.3916 -1.5729 -0.42 -0.22 0.17
H -0.3093 -2.6123 4.2341 0.21 0.13 -0.07
H -0.5128 -4.3307 4.3903 -0.24 -0.02 -0.04
H 1.6948 -3.0968 2.6890 -0.03 0.00 -0.18
H 1.8443 -3.9749 4.2084 -0.07 0.04 0.12
H 1.2393 -4.8261 2.7958 0.19 0.03 -0.20
O 0.8590 2.9914 -3.3493 -0.21 0.18 -0.09
H 1.4887 3.5985 -2.9395 -0.03 -0.01 0.07
H 0.6616 2.3556 -2.6455 0.12 -0.10 -0.03
O 3.6287 -0.6631 4.1403 0.16 -0.21 0.61
H 4.0796 -1.3023 3.5760 -0.08 0.19 -0.26
H 4.2900 0.0188 4.2893 -0.02 0.00 -0.08
O -0.7929 2.4400 -5.6986 -0.08 -0.17 0.07
H -0.3478 2.5678 -4.8420 0.18 -0.03 -0.02
H -0.0738 2.4765 -6.3372 0.02 -0.07 0.05
O 1.6762 3.9070 2.0462 -0.04 0.11 -0.37
H 2.4112 4.2111 2.5864 -0.08 -0.02 0.06
H 0.9987 4.5757 2.1913 0.09 0.02 0.10
O 2.3925 5.3234 -0.7756 0.02 -0.02 0.12
H 3.0047 6.0008 -0.4646 -0.04 0.04 -0.17
H 2.1552 4.8196 0.0166 -0.06 -0.26 0.03
O 0.4781 -7.1556 4.9213 -0.13 -0.03 0.01
H -0.0876 -6.9054 4.1832 0.09 0.04 -0.03
H -0.0761 -7.0293 5.6979 0.05 0.01 0.01
O -1.1992 -2.0341 6.3982 -0.13 -0.06 0.15
H -1.2405 -2.1035 7.3572 0.05 0.04 -0.02
H -2.0905 -2.2500 6.1036 0.03 0.04 -0.06
O 1.5213 5.9482 3.8105 0.00 0.29 0.18
H 2.1136 6.6174 4.1648 -0.11 0.06 0.02
H 1.2886 5.4136 4.5817 0.15 0.02 -0.01
O 4.3514 7.5683 -0.5531 0.17 0.12 0.10
H 4.1831 8.5131 -0.4844 -0.09 -0.04 -0.01
H 5.2149 7.5010 -0.9726 -0.05 -0.08 -0.04
O -3.5269 2.1312 -3.7190 0.13 0.18 0.10
H -3.0814 2.2528 -2.8691 -0.04 -0.11 0.16
H -2.8119 2.1672 -4.3671 -0.06 -0.04 -0.16
O -6.0499 3.8205 -4.2663 0.06 -0.10 -0.02
H -5.5117 4.5948 -4.0759 -0.06 0.00 0.03
H -5.4106 3.0964 -4.2120 0.30 0.13 0.01
O -2.4704 0.8279 -0.9421 -0.16 -0.10 -0.16
H -3.0597 0.2694 -0.4238 -0.01 0.00 -0.04
H -1.6699 0.2959 -1.0495 0.13 0.21 -0.09
O 5.1985 -0.4673 1.6749 0.33 0.06 0.18
H 5.0007 0.4705 1.7866 -0.27 -0.06 -0.13
H 6.0575 -0.4851 1.2419 -0.07 -0.03 -0.07
O 3.2675 -3.4451 -0.1799 -0.08 -0.23 0.00
H 3.6067 -4.3301 -0.0170 -0.01 0.03 -0.02
H 2.3082 -3.5321 -0.0781 -0.11 0.29 0.10
O -0.6013 -0.5902 -7.0861 0.00 0.15 0.08
H -0.7023 -0.2692 -7.9870 0.01 -0.03 0.02
H -0.8444 0.1635 -6.5320 -0.13 0.07 0.00
O -3.7355 -6.8904 0.1346 0.26 -0.22 -0.02
H -3.4953 -6.6912 1.0460 -0.10 0.13 -0.02
H -2.8978 -7.1565 -0.2647 0.06 -0.07 0.20
O 2.1971 5.0259 6.4314 0.06 0.03 0.25
H 3.1279 5.2338 6.5603 -0.01 -0.05 -0.06
H 1.9667 4.4748 7.1866 -0.07 -0.04 -0.08
O -7.4123 1.0200 -4.2928 0.18 -0.08 -0.03
H -6.8818 1.8075 -4.1242 -0.34 0.02 -0.01
H -6.7704 0.3001 -4.2279 0.03 -0.01 0.10
O 5.2494 3.8748 2.5756 0.07 0.17 -0.01
H 5.1647 4.0696 1.6350 -0.12 -0.15 -0.01
H 4.9641 4.6861 3.0071 0.00 -0.03 0.00
O 0.3069 5.4058 -5.4598 0.16 0.02 -0.04
H 0.1896 5.0025 -6.3244 -0.10 0.03 0.03
H 0.4348 4.6544 -4.8672 -0.09 0.06 0.11
O 1.4387 -0.8878 -4.6155 -0.26 0.07 0.02
H 0.7824 -0.6795 -5.2886 0.12 -0.18 -0.15
H 0.9483 -0.8125 -3.7803 0.20 0.13 0.26
O -3.8628 -6.7331 -2.8270 0.05 -0.14 0.01
H -3.7441 -6.7594 -1.8699 -0.31 0.23 -0.20
H -4.7948 -6.9361 -2.9517 0.02 0.02 0.00
O -4.8008 -0.4066 -3.4270 -0.03 -0.02 0.10
H -4.2928 0.4075 -3.2715 -0.02 -0.09 -0.22
H -4.1540 -1.1151 -3.3574 -0.04 0.00 0.00

=====

Entry 3:
19
Properties=species:S:1:pos:R:3:forces:R:3 method="wB97M-V/def2-TZVPD" e_homo_ev=-9.3 smiles="C=CC(=O)[C@](C)(N)C(F)(F)F" spin_multiplicity=1 e_above_lowest_kcal_mol=0.0
C 2.5160 -1.5080 -0.0687 -0.31 -2.09 -0.80
C 1.3630 -0.8636 0.0100 2.18 2.02 0.49
C 0.0608 -1.4739 -0.1943 -2.94 4.29 0.76
C -0.9506 0.7565 -1.2303 0.61 1.27 0.51
C -1.0373 -0.1460 0.0247 0.49 -2.65 -2.14
C -2.5528 -0.4006 0.1798 -0.12 0.55 -0.22
N -0.5870 0.4094 1.2278 0.72 -0.90 0.98
O -0.3523 -2.5496 -0.3860 0.16 -2.55 -0.53
F -2.9497 -0.9935 1.3094 0.43 -0.46 0.30
F -3.0854 0.8493 0.2305 -0.46 0.54 0.40
F -3.1951 -0.9823 -0.8183 0.22 -0.81 -0.60
H 3.5604 -1.2978 0.0383 0.11 1.38 0.35
H 2.4747 -2.5491 -0.3651 -0.40 -0.39 0.08
H 1.3588 0.2292 0.3001 -0.08 -1.63 -0.50
H -0.7248 1.8275 -0.9914 -0.55 -0.71 0.30
H -0.0904 0.5364 -1.8517 -0.10 -0.60 -0.36
H -1.9008 0.7444 -1.7772 0.62 -0.10 -0.14
H -0.9129 1.3083 1.2472 -0.72 3.14 0.45
H -1.0640 -0.0605 1.9746 0.14 -0.30 0.68

=====

| no. | gap between HOMO and LUMO (eV) |
| --- | --- |
| 1 | 11.1879 |
| 2 | 5.8797 |
| 3 | 9.4289 |